# 1
Formula: C5H9NO
Source: the OMol25 dataset
Level of theory: ωB97M-V/def2-TZVPD

- orbital gap (eV) = 4.10
- relative energy (zero: lowest compared OMol25 entry of this formula, charge and spin) (eV) = 8.188
- lowest unoccupied orbital energy (eV) = -3.81
- E_HOMO (eV) = -7.91

The geometry in ORCA input format:
```
! RIJCOSX wB97M-V def2-TZVPD def2/J DEFGRID3
* xyz 0 1
C 0.47013 -0.37831 -2.89276
N 0.11597 0.49096 -1.94611
C -0.35091 0.05517 -0.70105
C 0.10353 1.07455 0.36860
C 0.33027 0.35768 1.67775
C -0.61127 -0.73951 1.96251
O 0.45910 -0.27542 -4.10599
H 0.87138 -1.33437 -2.43565
H -1.44383 -0.08645 -0.57741
H 0.06227 -0.91567 -0.37841
H 0.95366 1.66262 0.01717
H -0.75348 1.74800 0.53830
H 0.77007 1.09717 2.37233
H 0.93094 -0.51911 1.33113
H -1.58420 -0.53029 2.41447
H -0.32363 -1.70701 2.35510
*
```

***

# 2
Formula: C3H4F6N2
Source: the OMol25 dataset
Level of theory: ωB97M-V/def2-TZVPD

- orbital gap (alpha / beta) (eV) = 7.62 / 7.63
- relative energy (zero: lowest compared OMol25 entry of this formula, charge and spin) (eV) = 0.909
- lowest unoccupied orbital energy (alpha / beta) (eV) = 0.07 / 0.07
- E_HOMO (alpha / beta) (eV) = -7.55 / -7.55

The geometry in ORCA input format:
```
! RIJCOSX wB97M-V def2-TZVPD def2/J DEFGRID3
* xyz 0 1
C -0.10654 0.59204 -0.07478
C -0.28703 2.08803 -0.16328
C -2.66756 -0.10884 -0.09602
N 0.24200 0.06816 1.12897
N 0.26333 -0.02656 -1.23118
F -0.85672 2.58913 0.93086
F 0.89861 2.72221 -0.30075
F -1.01372 2.43575 -1.22251
F -2.98518 -0.67792 -1.29026
F -3.65400 0.73935 0.25757
F -2.62572 -1.11324 0.83659
H -0.07163 0.56114 1.95125
H 0.20969 -0.93758 1.20436
H 0.33132 -1.03392 -1.21200
H -0.11956 0.34968 -2.08655
*
```

***

# 3
Formula: C5H6F2N2
Source: the OMol25 dataset
Level of theory: ωB97M-V/def2-TZVPD

- orbital gap (alpha / beta) (eV) = 7.55 / 8.97
- relative energy (zero: lowest compared OMol25 entry of this formula, charge and spin) (eV) = 4.054
- lowest unoccupied orbital energy (alpha / beta) (eV) = 0.26 / 0.05
- E_HOMO (alpha / beta) (eV) = -7.29 / -8.91

The geometry in ORCA input format:
```
! RIJCOSX wB97M-V def2-TZVPD def2/J DEFGRID3
* xyz 0 1
C -0.78529 1.36750 1.61489
C -0.09698 0.31902 2.27521
C -0.24985 1.39567 0.35990
C 1.46303 0.05390 -0.72901
C -0.54367 -1.65025 -1.97600
N 0.78358 -0.24267 1.48488
N 0.70076 0.40673 0.30883
F -0.49231 -2.82906 -1.34318
F -1.58968 -0.93151 -1.52052
H -1.55822 1.99206 2.01090
H -0.21969 -0.02671 3.28216
H -0.46234 2.00968 -0.48948
H 1.44626 0.64226 -1.62504
H 2.13917 -0.76685 -0.59630
H -0.53475 -1.73978 -3.05725
*
```

***

# 4
Formula: C3H9NO2
Source: the OMol25 dataset
Level of theory: ωB97M-V/def2-TZVPD

- structure (SMILES) = CCC(N)=O.O
- orbital gap (eV) = 10.17
- relative energy (zero: lowest compared OMol25 entry of this formula, charge and spin) (eV) = 0.535
- lowest unoccupied orbital energy (eV) = 0.59
- E_HOMO (eV) = -9.59

The geometry in ORCA input format:
```
! RIJCOSX wB97M-V def2-TZVPD def2/J DEFGRID3
* xyz 0 1
O 2.58245 -0.17223 -0.12226
C 1.35165 -0.21210 -0.06631
N 0.71537 -1.36581 -0.15895
C 1.50294 2.20615 0.32392
C 0.54242 1.08529 0.02118
H -0.30005 -1.48016 -0.11023
H 1.31057 -2.16846 -0.37808
H 2.02522 2.04833 1.28253
H 1.01841 3.19677 0.34619
H 2.24876 2.19749 -0.48866
H 0.18205 1.35237 -0.99087
H -0.34095 1.01053 0.68414
O -3.98233 -2.35653 0.05508
H -4.15621 -2.48655 -0.90467
H -4.70030 -2.85508 0.50700
*
```

***

# 5
Formula: C3H11NO4
Source: the OMol25 dataset
Level of theory: ωB97M-V/def2-TZVPD

- structure (SMILES) = CCNC(=O)O.O.O
- orbital gap (eV) = 10.82
- relative energy (zero: lowest compared OMol25 entry of this formula, charge and spin) (eV) = 0.729
- lowest unoccupied orbital energy (eV) = 0.65
- E_HOMO (eV) = -10.16

The geometry in ORCA input format:
```
! RIJCOSX wB97M-V def2-TZVPD def2/J DEFGRID3
* xyz 0 1
C -1.41006 -0.78242 1.90179
N -1.59035 -0.56924 0.44835
C -0.58180 -0.60287 -0.41233
O -0.99802 -0.57206 -1.71108
O 0.60307 -0.42941 -0.15283
C -0.89805 0.55489 2.53570
H -0.62160 -1.47052 2.17855
H -2.39284 -1.06237 2.26768
H -2.55494 -0.41538 0.20808
H -0.18028 -0.31281 -2.19421
H -1.26065 1.41400 1.96502
H -1.44098 0.67847 3.48232
H 0.15802 0.47847 2.72107
H 3.04601 1.56335 -1.13237
H 2.01454 0.44232 -0.92289
O 2.86749 0.64842 -1.34980
H 1.91754 -0.55242 -3.58518
H 1.88728 0.71481 -2.74139
O 1.43563 0.27476 -3.50649
*
```

***

# 6
Formula: C4H6O2
Source: the OMol25 dataset
Level of theory: ωB97M-V/def2-TZVPD

- orbital gap (eV) = 9.27
- relative energy (zero: lowest compared OMol25 entry of this formula, charge and spin) (eV) = 5.800
- lowest unoccupied orbital energy (eV) = 0.52
- E_HOMO (eV) = -8.74

The geometry in ORCA input format:
```
! RIJCOSX wB97M-V def2-TZVPD def2/J DEFGRID3
* xyz 0 1
O 1.74879 -0.26363 -0.82670
C 0.60287 -0.15734 -0.10549
C 0.29447 0.20774 1.15585
C -0.32318 -1.05795 0.65150
C -0.61259 0.78653 -1.29893
O -0.49232 0.77036 -2.44397
H 1.52394 -0.57346 -1.71666
H -0.87262 1.32622 0.92209
H 0.79472 0.51471 2.06182
H -1.37869 -1.04514 0.34752
H 0.01258 -2.01354 1.06006
H -1.31286 1.54740 0.24689
*
```

***

Total energy values, unit a.u., following the record order: -325.6366, -825.3686, -503.2196, -324.9530, -476.6509, -306.2931.